Entry 1:
{
  "formula": "C51H50N5O3",
  "method": "the ωB97M-V functional and the def2-TZVPD basis",
  "multiplicity": 1,
  "charge": 1,
  "homo_lumo_gap_ha": 0.1468,
  "lumo_energy_ev": -4.346,
  "homo_ev": -8.341,
  "elements": ["C", "O", "C", "C", "C", "C", "C", "C", "C", "N", "C", "C", "C", "C", "C", "C", "C", "C", "C", "O", "N", "C", "C", "C", "C", "C", "C", "H", "H", "H", "H", "H", "H", "H", "H", "H", "H", "H", "H", "H", "H", "H", "H", "H", "H", "H", "H", "H", "H", "H", "H", "H", "H", "H", "C", "O", "C", "C", "C", "C", "C", "C", "C", "C", "N", "C", "C", "C", "C", "C", "C", "N", "C", "C", "C", "C", "C", "C", "C", "N", "C", "C", "C", "C", "C", "C", "H", "H", "H", "H", "H", "H", "H", "H", "H", "H", "H", "H", "H", "H", "H", "H", "H", "H", "H", "H", "H", "H", "H"],
  "xyz": [[8.03526, 1.65879, -3.42724], [7.48682, 0.32966, -3.23944], [6.17248, 0.20623, -2.93790], [5.70336, -1.09895, -2.64169], [4.39752, -1.29461, -2.27698], [3.48038, -0.20946, -2.13335], [2.10401, -0.42513, -1.77274], [1.11078, 0.49092, -2.10100], [-0.25690, 0.28094, -1.95122], [-1.17599, 1.22493, -2.23094], [-2.60650, 0.90785, -2.25718], [-3.03922, -0.02780, -3.39691], [-4.52241, -0.32337, -3.32934], [-5.36300, -0.01135, -4.40373], [-6.74598, -0.15550, -4.26683], [-7.28530, -0.64658, -3.07135], [-6.43768, -1.00488, -2.01499], [-5.05273, -0.86695, -2.15410], [-3.23793, 2.29758, -2.38608], [-4.43149, 2.57691, -2.31708], [-2.21796, 3.19375, -2.55233], [-2.46547, 4.59477, -2.80746], [-0.87865, 2.62060, -2.59165], [0.01363, 3.34993, -1.58181], [-0.31657, 2.75093, -4.02074], [3.98039, 1.09364, -2.42637], [5.27260, 1.29876, -2.87679], [9.10849, 1.48731, -3.52243], [7.64362, 2.11432, -4.34718], [7.82735, 2.30693, -2.56380], [6.41465, -1.92051, -2.68896], [4.03996, -2.31230, -2.09501], [1.81395, -1.41698, -1.41669], [1.41408, 1.41280, -2.59803], [-0.64228, -0.70010, -1.64685], [-2.91270, 0.47187, -1.28769], [-2.79122, 0.45340, -4.35827], [-2.46595, -0.96823, -3.31796], [-4.92212, 0.39386, -5.31901], [-7.40039, 0.13041, -5.09236], [-8.36709, -0.75195, -2.96084], [-6.84209, -1.38849, -1.07489], [-4.37373, -1.13850, -1.33719], [-3.53683, 4.78849, -2.73571], [-1.94270, 5.22004, -2.07356], [-2.11649, 4.87794, -3.80989], [-0.47602, 3.37794, -0.60046], [0.98147, 2.86148, -1.46800], [0.17915, 4.37603, -1.93198], [-1.08893, 2.48763, -4.75713], [-0.00879, 3.79204, -4.18643], [0.54395, 2.09983, -4.18389], [3.33462, 1.96299, -2.30427], [5.61412, 2.30407, -3.13730], [3.24347, 0.57681, 2.57096], [2.11056, 0.25881, 1.70212], [1.57332, -0.99455, 1.75811], [2.51934, -2.12648, 1.75543], [2.59286, -3.03293, 2.83395], [3.40471, -4.16281, 2.74394], [4.19593, -4.36687, 1.60793], [4.24297, -3.38780, 0.60829], [3.47265, -2.23648, 0.72910], [0.22681, -1.06841, 2.14734], [-0.51259, -2.19881, 2.30348], [-0.26257, -3.53164, 1.95137], [-0.64190, -4.50026, 2.88446], [-0.31191, -5.82912, 2.62844], [0.33537, -6.16833, 1.43371], [0.68155, -5.18235, 0.49721], [0.32977, -3.85543, 0.72760], [-1.66296, -1.96778, 3.01776], [-1.69787, -0.67182, 3.21873], [-2.86846, 0.03093, 3.72313], [-3.24090, 1.33389, 3.32005], [-4.40872, 1.91309, 3.81040], [-5.24173, 1.18963, 4.67532], [-4.88791, -0.11355, 5.06582], [-3.72396, -0.70230, 4.57371], [-0.52835, -0.06892, 2.77054], [-0.13054, 1.24476, 3.11629], [0.11140, 2.13836, 2.09005], [0.46088, 3.45590, 2.39902], [0.54741, 3.84230, 3.74273], [0.29036, 2.93203, 4.77140], [-0.03721, 1.60399, 4.45884], [3.18814, 1.65056, 2.75921], [3.16916, 0.01922, 3.52009], [4.16864, 0.33028, 2.03569], [1.98747, -2.83605, 3.72236], [3.38925, -4.89625, 3.55701], [4.79083, -5.27590, 1.51703], [4.88038, -3.52651, -0.26859], [3.56271, -1.42274, 0.01119], [-1.11337, -4.19220, 3.81901], [-0.54704, -6.58965, 3.37333], [0.58601, -7.21215, 1.22596], [1.24046, -5.44054, -0.40241], [0.55003, -3.05377, 0.02481], [-2.60337, 1.88260, 2.62304], [-4.67164, 2.92977, 3.51462], [-6.16530, 1.63566, 5.04095], [-5.52497, -0.67862, 5.75000], [-3.44574, -1.73056, 4.82766], [0.01556, 1.79207, 1.05901], [0.65787, 4.15679, 1.58660], [0.81671, 4.87581, 3.99077], [0.34840, 3.23526, 5.81915], [-0.21346, 0.85917, 5.23925]]
}

Entry 2:
{
  "formula": "C51H52Ge2IN2PdS6",
  "method": "the ωB97M-V functional and the def2-TZVPD basis",
  "multiplicity": 5,
  "charge": -1,
  "homo_lumo_gap_ha": [0.2438, 0.1896],
  "lumo_energy_ev": [2.191, -0.229],
  "homo_ev": [-4.444, -5.390],
  "elements": ["Pd", "C", "C", "C", "C", "C", "C", "C", "C", "C", "C", "C", "C", "C", "C", "C", "Ge", "S", "S", "Ge", "S", "S", "C", "C", "C", "C", "C", "C", "C", "C", "C", "C", "C", "C", "C", "C", "C", "C", "C", "C", "C", "C", "C", "C", "C", "C", "C", "C", "C", "C", "C", "C", "C", "C", "C", "H", "H", "H", "H", "H", "H", "H", "H", "H", "H", "H", "H", "H", "H", "H", "H", "H", "H", "H", "H", "H", "H", "H", "H", "H", "H", "H", "H", "H", "H", "H", "H", "H", "H", "H", "H", "H", "H", "H", "H", "H", "H", "H", "H", "H", "H", "H", "H", "H", "H", "S", "C", "N", "S", "C", "N", "I", "C", "H", "H"],
  "xyz": [[2.53101, 0.33465, -1.88928], [0.78419, 4.96642, -4.95502], [-0.16471, 3.93514, -4.41239], [-0.59386, 2.86911, -5.19337], [-1.45040, 1.90077, -4.68960], [-1.91817, 0.77153, -5.56804], [-1.87508, 1.99040, -3.35788], [-1.53855, 3.11227, -2.58981], [-2.19184, 3.36967, -1.25370], [-0.66658, 4.05396, -3.12179], [-2.76827, 0.92857, -2.81654], [-4.09574, 0.95187, -3.23345], [-4.99982, 0.00163, -2.79542], [-4.58672, -0.98817, -1.93112], [-3.26519, -1.04611, -1.48809], [-2.34520, -0.08708, -1.91980], [-0.42354, -0.28078, -1.34435], [0.77851, -0.78132, -3.16855], [-0.14373, -1.68908, 0.40672], [1.49047, -0.21285, 1.02519], [3.41896, -0.70931, 0.12383], [0.55895, 1.47666, -0.24793], [1.56464, 0.15817, 2.99149], [1.77866, 1.44121, 3.52316], [1.98467, 1.57387, 4.89577], [1.98979, 0.47093, 5.73011], [1.76048, -0.78741, 5.20512], [1.53670, -0.95179, 3.84308], [1.23687, -2.31180, 3.31397], [2.25731, -3.16087, 2.88413], [3.70568, -2.74465, 2.90809], [1.92463, -4.43022, 2.41464], [0.61296, -4.86731, 2.37542], [0.25041, -6.21196, 1.80616], [-0.38756, -4.01618, 2.83549], [-0.10080, -2.74340, 3.29503], [-1.20542, -1.82628, 3.74437], [1.78540, 2.69430, 2.71631], [0.61606, 3.44269, 2.55954], [-0.70478, 2.98381, 3.12295], [0.66655, 4.62769, 1.83026], [1.84261, 5.07430, 1.25311], [1.87453, 6.28459, 0.36234], [3.00844, 4.35164, 1.47884], [3.00298, 3.17071, 2.20188], [4.28264, 2.40509, 2.40931], [-2.94393, -2.19336, -0.58865], [-2.43201, -3.38354, -1.11346], [-1.95146, -3.46014, -2.53753], [-2.36439, -4.50554, -0.29277], [-2.79476, -4.47380, 1.02476], [-2.82244, -5.72389, 1.86431], [-3.23638, -3.26338, 1.54763], [-3.31320, -2.12389, 0.76107], [-3.77728, -0.81864, 1.35266], [1.02456, 4.76722, -5.99897], [1.71144, 4.95029, -4.38060], [0.35891, 5.96961, -4.87990], [-0.23272, 2.77485, -6.21191], [-1.34851, 0.75016, -6.49382], [-2.97737, 0.88077, -5.81401], [-1.79741, -0.19017, -5.06526], [-2.44612, 2.44504, -0.73770], [-3.11845, 3.93239, -1.40271], [-1.53505, 3.95709, -0.61405], [-0.37635, 4.90290, -2.51064], [-4.41289, 1.74062, -3.90511], [-6.02683, 0.01904, -3.14040], [-5.27935, -1.74753, -1.58610], [2.13946, 2.56630, 5.30322], [2.15798, 0.59311, 6.79327], [1.76083, -1.65863, 5.85037], [3.84227, -1.78325, 3.39952], [4.09104, -2.65253, 1.89092], [4.30684, -3.49055, 3.43140], [2.71857, -5.08427, 2.06785], [1.12353, -6.85781, 1.71661], [-0.17917, -6.08171, 0.80947], [-0.49427, -6.71061, 2.42829], [-1.41919, -4.34767, 2.80924], [-2.17535, -2.31490, 3.65293], [-1.21989, -0.92279, 3.12948], [-1.06055, -1.51178, 4.78005], [-0.59399, 2.08580, 3.72806], [-1.39745, 2.75838, 2.30796], [-1.15612, 3.76201, 3.74217], [-0.24726, 5.20054, 1.70036], [0.93681, 6.83993, 0.40551], [2.03980, 5.96406, -0.67005], [2.69471, 6.95282, 0.62834], [3.94118, 4.70500, 1.05816], [5.13778, 2.98954, 2.07432], [4.26659, 1.47354, 1.83802], [4.41946, 2.13775, 3.45867], [-2.60311, -2.90591, -3.21382], [-1.88444, -4.49338, -2.87620], [-0.95147, -3.02236, -2.61941], [-1.98081, -5.43620, -0.69942], [-2.20312, -6.50720, 1.42896], [-3.84598, -6.10123, 1.93090], [-2.47807, -5.53131, 2.88162], [-3.54108, -3.21261, 2.58892], [-3.86185, -0.89594, 2.43648], [-4.74507, -0.51947, 0.94592], [-3.06510, -0.02449, 1.11644], [1.22766, -2.61473, -4.97520], [1.66235, -1.49736, -6.10979], [1.97553, -0.72139, -6.91520], [5.90040, 3.18891, -1.38899], [4.44099, 2.62252, -1.72716], [3.33656, 2.27528, -1.97572], [5.93534, -0.39145, -3.00136], [3.90680, -0.90417, -3.31673], [3.77440, -1.94832, -3.05902], [3.64030, -0.67266, -4.34240]]
}